(1)
Here is 2 unconnected molecules or ions with the total composition C5H13NO in a non-equilibrium geometry from the OMol25 dataset. Energies are from ωB97M-V/def2-TZVPD.

```
20
Properties=species:S:1:pos:R:3:mulliken_spin:R:1
O 2.2394 -0.5394 -3.1362 0.00
N 1.4033 -1.0867 -0.3376 -0.16
C -0.2109 0.3741 0.8268 -1.49
C -2.8397 0.3908 0.4062 0.29
C -0.1072 -0.0608 2.2246 0.92
C -1.5362 1.2105 0.6558 -0.17
C 0.6998 0.1192 -0.1963 2.45
H -3.2644 0.3566 -0.5617 -0.02
H -0.7414 -0.8171 2.6600 0.27
H -2.5882 -0.6767 0.6950 -0.14
H -3.6625 0.6423 1.0667 -0.04
H 0.9926 -1.7099 -1.0975 -0.30
H -0.1105 0.7813 3.0712 -0.29
H -1.6772 1.7140 1.5223 0.08
H 0.9277 -0.5337 2.4200 -0.19
H 1.4762 -1.5795 0.5759 -0.24
H -1.2706 2.1401 -0.0225 -0.01
H 2.2593 -0.9529 -2.1921 -0.07
H 0.7514 0.7346 -1.0523 0.09
H 3.1343 -0.3797 -3.1334 0.03
```

Summary:
Total charge = -1
Spin multiplicity = 2
Expectation value of S² = 0.75
Calculated total energy = -8929.9248 eV
Energy above the lowest of the compared OMol25 structures with the same formula, charge and spin = 65.4 kcal/mol

(2)
Here is 2 unconnected molecules or ions with the total composition C4H10N in a non-equilibrium geometry from the OMol25 dataset. Energies are from ωB97M-V/def2-TZVPD.

```
15
Properties=species:S:1:pos:R:3:nbo_charge:R:1
N 0.6900 0.0230 0.0049 -0.31
C -0.5660 0.4318 -0.0118 0.19
C 0.9864 -1.3893 0.0016 -0.43
C 1.7821 0.9631 0.0110 -0.43
C -2.7865 0.0456 0.0116 -0.30
H 2.7210 0.4183 0.0421 0.24
H -2.9233 -0.0492 -1.0479 0.22
H 2.0500 -1.5661 0.1399 0.24
H -2.8581 -0.8484 0.6044 0.22
H 0.6802 -1.8177 -0.9533 0.24
H -3.0409 0.9788 0.4753 0.22
H 1.7302 1.6149 0.8842 0.24
H 1.7789 1.5887 -0.8815 0.24
H -0.6787 1.5072 -0.0722 0.17
H 0.4347 -1.9006 0.7918 0.24
```

Summary:
Total charge = +1
Calculated total energy = -5790.0059 eV
Energy above the lowest of the compared OMol25 structures with the same formula, charge and spin = 88.8 kcal/mol

(3)
Here is a single CH6N4 molecule in a non-equilibrium geometry from the OMol25 dataset. Energies are from ωB97M-V/def2-TZVPD.

```
11
Properties=species:S:1:pos:R:3:nbo_charge:R:1
N -1.5519 -0.3275 1.1187 -0.72
N -0.5086 -1.2948 1.0493 -0.26
N 0.0817 0.4697 -0.4488 -0.53
N 1.2099 0.9675 -1.2401 -0.68
C 0.3518 -0.8226 0.2135 0.15
H -2.4899 -0.6731 1.5629 0.38
H 1.3501 0.3698 -2.0658 0.36
H -0.3461 1.2215 0.2093 0.39
H 1.4306 -1.2354 0.1700 0.19
H 2.1715 1.1202 -0.7614 0.35
H -1.6992 0.2045 0.1925 0.37
```

Summary:
Total charge = 0
Structure (SMILES) = N/N=C\NN
Calculated total energy = -7091.5632 eV
Energy above the lowest of the compared OMol25 structures with the same formula, charge and spin = 57.5 kcal/mol

(4)
Here is 2 unconnected molecules or ions with the total composition C5H11NO in a non-equilibrium geometry from the OMol25 dataset. Energies are from ωB97M-V/def2-TZVPD.

```
18
Properties=species:S:1:pos:R:3:nbo_charge:R:1
O -0.9903 0.3340 -2.7986 -0.96
N -1.3831 -1.6926 0.2256 -0.80
C 0.9781 1.5656 0.1806 -0.23
C 0.0461 -1.8759 0.6394 -0.28
C 0.6685 -0.6505 1.2125 -0.14
C 0.1401 2.2155 0.9638 -0.43
C 1.4787 0.1279 0.4331 -0.24
H -0.5176 1.6112 1.5918 0.20
H -1.7018 1.0031 -2.9310 0.48
H 0.6328 -2.2501 -0.2291 0.18
H -0.4283 0.5582 -2.0063 0.48
H 0.9659 1.9350 -0.8717 0.21
H -1.2274 -0.7830 -0.3054 0.34
H -1.5741 -2.2884 -0.5425 0.36
H 0.1193 3.3174 0.8998 0.21
H 0.1280 -2.5798 1.4568 0.18
H 0.2836 -0.3396 2.2358 0.21
H 2.3816 -0.2079 -0.1543 0.22
```

Summary:
Total charge = 0
Structure (SMILES) = C=C/C=C/CN.O
Calculated total energy = -8896.4854 eV
Energy above the lowest of the compared OMol25 structures with the same formula, charge and spin = 120.2 kcal/mol